Below is C5H7N2 as an isolated structure at a distorted geometry, with properties calculated with wB97M-V/def2-TZVPD.

Properties
ΔE to the lowest compared entry with this formula, charge and spin, kcal per mole: 164.9
Electronic energy, a.u.: -303.7562
Total charge: +1
Largest force on an atom, eV/Å: 3.98
Orbital gap, hartree: 0.32795
Spin multiplicity: 1

Last column: Mulliken charge in e.
CARTESIAN COORDINATES (ANGSTROEM)
C 1.10658 0.39836 -1.02676  -0.342
C 0.40614 1.02982 0.01055  -0.214
C -0.65796 -0.29766 -0.47222  0.865
C 0.18513 0.48361 1.42119  -0.439
C -0.31420 -0.85658 0.94845  -0.546
N 0.22574 -0.45737 -1.66773  -0.332
N -1.49087 0.74532 -0.47067  -0.405
H 2.07676 0.39372 -1.28982  0.515
H 1.12311 0.57065 1.78034  0.371
H -0.46737 1.14251 1.97094  0.277
H -1.33503 -1.18867 1.41052  0.279
H 0.34822 -1.73566 0.91272  0.308
H 0.35540 -1.38631 -2.15635  0.355
H -1.56165 1.15826 -1.37117  0.306

Below is an isolated ion of composition C5H7N2 and charge +1 at a distorted geometry, with properties calculated with wB97M-V/def2-TZVPD.

Properties
SMILES: C=N/[NH+]=C\C1=CC1
ΔE to the lowest compared entry with this formula, charge and spin, kcal per mole: 143.2
Electronic energy, a.u.: -303.7908
Total charge: +1
Largest force on an atom, eV/Å: 4.59
Orbital gap, hartree: 0.31785
Spin multiplicity: 1

Last column: Mulliken charge in e.
CARTESIAN COORDINATES (ANGSTROEM)
C 0.97485 0.44914 0.45525  0.095
C -0.13790 -0.27300 0.95760  -0.034
C -0.87903 -1.32766 1.05283  -0.175
C -0.14021 0.38474 -2.46208  -0.303
C -1.06005 -0.29861 2.08534  -0.518
N 1.39376 0.61990 -0.76844  0.218
N 0.86477 -0.00226 -1.85874  -0.503
H 1.57217 0.94281 1.18039  0.448
H -0.58897 -0.26497 -3.11026  0.308
H -0.52315 1.24608 -2.15332  0.385
H -1.86768 0.36312 1.92407  0.211
H -1.14897 -2.35408 0.60062  0.332
H -0.73469 -0.57583 3.10642  0.238
H 2.27509 1.09061 -1.00969  0.298

What is the formula in the first record?
C5H7N2